{"formula": "C42H36BCl5N6OP2Ti", "method": "ωB97M-V/def2-TZVPD", "species": ["Ti", "C", "C", "N", "N", "C", "B", "N", "C", "C", "C", "N", "N", "C", "C", "C", "N", "H", "H", "H", "H", "H", "H", "H", "H", "H", "H", "Cl", "C", "C", "Cl", "C", "Cl", "C", "O", "C", "Cl", "C", "Cl", "C", "C", "P", "C", "C", "C", "C", "C", "C", "C", "C", "C", "C", "C", "C", "C", "P", "C", "C", "C", "C", "C", "C", "C", "C", "C", "C", "C", "C", "H", "H", "H", "H", "H", "H", "H", "H", "H", "H", "H", "H", "H", "H", "H", "H", "H", "H", "H", "H", "H", "H", "H", "H", "H", "H"], "coordinates": [[1.2335, 0.5953, 1.0235], [-2.5044, 2.1485, 2.0576], [-1.4006, 2.1350, 1.1973], [-0.5860, 1.1355, 1.5269], [-1.1302, 0.4929, 2.5837], [-2.2870, 1.0981, 2.9217], [-0.2514, -0.3974, 3.5039], [0.4530, -1.5483, 2.7353], [0.7446, -2.7741, 3.2117], [1.6404, -3.3756, 2.3554], [1.8607, -2.4254, 1.3537], [1.1522, -1.3188, 1.5997], [0.9037, 0.5279, 3.9643], [1.3133, 0.8917, 5.1902], [2.4427, 1.6729, 5.0492], [2.6590, 1.7306, 3.6684], [1.7258, 1.0329, 3.0211], [-3.3402, 2.8267, 2.0500], [-1.1519, 2.7888, 0.3766], [-2.8841, 0.7520, 3.7493], [-0.8839, -0.8259, 4.4219], [0.2861, -3.1439, 4.1137], [2.0677, -4.3609, 2.4300], [2.4860, -2.5039, 0.4788], [0.7797, 0.5687, 6.0692], [3.0260, 2.1416, 5.8230], [3.4374, 2.2535, 3.1359], [7.2681, 4.3411, 0.1106], [5.6547, 3.7570, 0.2531], [5.4085, 2.3942, 0.3838], [6.7099, 1.2702, 0.4319], [4.1065, 1.9379, 0.4807], [3.7389, 0.2663, 0.7669], [2.9858, 2.7958, 0.4225], [1.7856, 2.3266, 0.4622], [3.2716, 4.1730, 0.3177], [1.9238, 5.2491, 0.3073], [4.5729, 4.6448, 0.2432], [4.8661, 6.3356, 0.1392], [-1.0242, -2.0323, -2.5692], [0.3387, -1.3096, -2.6021], [0.8053, 0.1937, -1.5738], [2.4476, 0.3920, -2.4180], [2.8007, 1.4846, -3.2060], [4.0620, 1.5666, -3.7845], [4.9906, 0.5574, -3.5914], [4.6447, -0.5494, -2.8279], [3.3876, -0.6269, -2.2527], [-0.1675, 1.5035, -2.4308], [-1.1047, 1.2511, -3.4303], [-1.8210, 2.2891, -4.0133], [-1.6059, 3.6002, -3.6201], [-0.6698, 3.8688, -2.6301], [0.0316, 2.8308, -2.0364], [-1.3674, -2.8944, -1.3533], [-2.0308, -1.9231, 0.0842], [-2.7213, -3.2969, 1.0915], [-2.2039, -4.5894, 1.0776], [-2.6800, -5.5545, 1.9569], [-3.6718, -5.2418, 2.8724], [-4.1897, -3.9525, 2.9055], [-3.7142, -2.9916, 2.0287], [-3.5616, -1.2608, -0.7056], [-4.7152, -1.9928, -0.9848], [-5.7936, -1.3911, -1.6169], [-5.7324, -0.0550, -1.9928], [-4.5874, 0.6817, -1.7305], [-3.5174, 0.0833, -1.0789], [-1.0136, -2.6902, -3.4416], [-1.8390, -1.3229, -2.7187], [0.5061, -0.9777, -3.6287], [1.1180, -2.0408, -2.3749], [2.0924, 2.2836, -3.3760], [4.3112, 2.4264, -4.3942], [5.9758, 0.6278, -4.0348], [5.3591, -1.3486, -2.6734], [3.1352, -1.4994, -1.6610], [-1.2949, 0.2434, -3.7722], [-2.5535, 2.0656, -4.7795], [-2.1604, 4.4081, -4.0807], [-0.4859, 4.8872, -2.3099], [0.7399, 3.0504, -1.2516], [-0.4744, -3.4284, -1.0134], [-2.1233, -3.6309, -1.6341], [-1.4221, -4.8584, 0.3784], [-2.2649, -6.5548, 1.9311], [-4.0464, -5.9953, 3.5536], [-4.9607, -3.6943, 3.6212], [-4.1214, -1.9871, 2.0531], [-4.7727, -3.0380, -0.7069], [-6.6841, -1.9720, -1.8241], [-6.5783, 0.4088, -2.4845], [-4.5231, 1.7209, -2.0297], [-2.6327, 0.6659, -0.8457]], "atomic_forces_ev_per_a": [[0.730, -0.527, -1.891], [-0.014, 0.078, -0.078], [-0.169, -0.136, 0.150], [-2.305, 0.560, 0.542], [-0.319, 0.015, 0.308], [-0.050, -0.091, -0.104], [0.272, 0.234, -0.215], [-0.112, -0.212, 0.173], [-0.149, -0.029, -0.131], [0.055, -0.067, -0.090], [-0.239, -0.106, 0.136], [0.045, -2.252, 0.661], [-0.006, -0.106, 0.325], [0.024, 0.009, -0.070], [0.056, 0.057, -0.019], [-0.107, 0.003, 0.155], [0.292, 0.322, 1.115], [0.022, -0.014, -0.011], [-0.008, -0.038, -0.013], [0.096, -0.081, 0.009], [-0.015, 0.000, 0.044], [-0.051, 0.061, -0.017], [-0.028, 0.028, 0.021], [0.003, 0.090, -0.039], [-0.006, 0.009, -0.034], [-0.029, -0.031, -0.003], [-0.024, -0.039, -0.072], [0.013, -0.008, 0.008], [-0.046, 0.052, -0.006], [0.057, -0.048, -0.011], [0.017, -0.022, 0.003], [-0.199, 0.225, 0.024], [0.867, -0.133, -0.022], [0.345, 0.089, -0.103], [1.045, 1.990, -0.535], [-0.090, 0.030, -0.019], [-0.004, 0.001, -0.015], [0.043, -0.108, -0.027], [-0.015, 0.022, -0.025], [0.057, 0.234, 0.170], [-0.178, -0.108, 0.294], [-0.130, -0.168, -0.783], [-0.038, 0.017, -0.034], [-0.040, 0.013, 0.108], [-0.005, 0.040, -0.007], [0.005, -0.003, -0.005], [0.021, -0.008, 0.005], [-0.029, 0.010, -0.014], [-0.059, 0.089, 0.175], [0.041, -0.040, -0.053], [-0.044, 0.010, -0.039], [0.022, 0.003, 0.019], [-0.018, -0.025, 0.000], [-0.100, -0.015, -0.007], [0.187, 0.149, 0.113], [-0.164, -0.117, -0.143], [0.059, 0.171, 0.183], [0.001, 0.004, -0.063], [0.023, -0.040, 0.056], [-0.029, 0.004, -0.022], [0.005, 0.041, -0.010], [0.056, -0.012, -0.064], [0.131, 0.155, 0.081], [0.070, -0.014, -0.045], [0.004, -0.073, 0.000], [0.019, 0.006, 0.001], [-0.017, 0.011, -0.026], [0.012, -0.051, 0.061], [-0.073, 0.026, -0.040], [-0.023, -0.042, -0.111], [0.132, -0.076, -0.019], [0.015, -0.013, -0.063], [-0.004, 0.015, -0.002], [0.009, -0.004, 0.029], [-0.015, -0.002, 0.002], [-0.018, 0.005, -0.001], [0.037, -0.005, 0.058], [0.023, 0.085, -0.008], [0.022, -0.003, 0.004], [-0.007, -0.016, 0.000], [0.007, -0.009, -0.005], [0.040, 0.021, 0.049], [-0.031, -0.035, -0.003], [0.043, -0.071, -0.040], [-0.013, -0.002, 0.024], [-0.013, 0.012, -0.023], [0.030, 0.005, -0.001], [-0.002, -0.009, -0.024], [-0.019, 0.021, 0.054], [-0.002, -0.026, 0.035], [0.000, 0.015, 0.009], [0.011, -0.006, -0.010], [-0.006, -0.007, 0.032], [-0.005, 0.016, -0.022]], "energy_ha": -5884.01814, "lumo_energy_ev": [0.53, 0.52], "total_charge": 0, "multiplicity": 3, "homo_lumo_gap_ev": [5.9, 8.6]}

***

{"formula": "C42H36BrN6O7Ru", "method": "ωB97M-V/def2-TZVPD", "species": ["Ru", "O", "C", "C", "C", "C", "C", "C", "C", "O", "N", "N", "C", "C", "Br", "C", "C", "C", "C", "C", "C", "C", "H", "H", "H", "H", "H", "H", "H", "H", "H", "H", "H", "H", "H", "H", "C", "C", "C", "C", "C", "C", "N", "N", "C", "C", "C", "C", "C", "C", "H", "H", "H", "H", "H", "H", "H", "H", "H", "O", "C", "N", "C", "O", "C", "C", "C", "C", "N", "C", "H", "H", "H", "H", "H", "H", "H", "H", "O", "C", "C", "C", "C", "C", "C", "C", "O", "O", "H", "H", "H", "H", "H"], "coordinates": [[-0.6924, 0.4397, -0.4015], [-1.0866, -3.1020, 2.3318], [0.1116, -3.6607, 2.0389], [0.2873, -5.0215, 2.2644], [1.4916, -5.6301, 1.9504], [2.5309, -4.8953, 1.3966], [2.3503, -3.5379, 1.1708], [1.1609, -2.9052, 1.5056], [0.9999, -1.4168, 1.2661], [-0.2782, -1.0890, 0.8838], [1.4265, -0.7326, 2.5262], [1.2151, 0.5587, 2.8259], [0.0825, 1.1266, 2.6606], [-0.1414, 2.5116, 3.0900], [-1.5616, 3.3056, 2.0631], [0.3613, 3.2753, 4.0638], [1.3205, 2.9728, 5.1432], [1.0281, 3.5283, 6.3944], [1.8358, 3.2869, 7.4912], [2.9760, 2.5065, 7.3528], [3.2991, 1.9854, 6.1098], [2.4817, 2.2133, 5.0115], [-1.0867, -2.2265, 1.8876], [-0.5382, -5.5860, 2.6788], [1.6140, -6.6910, 2.1289], [3.4681, -5.3714, 1.1413], [3.1483, -2.9493, 0.7280], [1.7295, -1.1343, 0.4981], [2.3871, -0.9712, 2.7309], [-0.7915, 0.6148, 2.2645], [-0.0854, 4.2593, 4.1550], [0.1436, 4.1453, 6.5025], [1.5772, 3.7079, 8.4543], [3.6142, 2.3209, 8.2070], [4.1976, 1.3928, 5.9927], [2.7456, 1.8157, 4.0456], [1.0414, 4.9836, -3.2364], [-0.1469, 4.5791, -3.8310], [-0.9751, 3.6731, -3.1936], [-0.6061, 3.1671, -1.9523], [0.5613, 3.5972, -1.3347], [1.3880, 4.4989, -1.9828], [-1.4145, 2.2136, -1.2705], [-2.6470, 2.2667, -1.4942], [-3.3617, 1.3472, -0.7472], [-4.7567, 1.4049, -0.7408], [-5.4533, 0.5651, 0.1032], [-4.7637, -0.3242, 0.9263], [-3.3768, -0.4124, 0.8856], [-2.6534, 0.4151, 0.0392], [1.6937, 5.6800, -3.7466], [-0.4246, 4.9636, -4.8036], [-1.8936, 3.3277, -3.6475], [0.8029, 3.2366, -0.3438], [2.3059, 4.8197, -1.5084], [-5.2567, 2.1174, -1.3843], [-6.5340, 0.5999, 0.1285], [-5.3162, -0.9649, 1.6029], [-2.8677, -1.1342, 1.5118], [-4.9828, -2.9226, -0.9738], [-4.5415, -3.9320, -1.8679], [-4.7806, -3.5067, -3.2123], [-3.9880, -2.6571, -3.9413], [-4.3568, -2.1807, -4.9910], [-2.6207, -2.3979, -3.3717], [-1.5014, -2.9793, -3.9497], [-0.2713, -2.8254, -3.3317], [-0.2028, -2.0753, -2.1734], [-1.2633, -1.4518, -1.6612], [-2.4493, -1.6112, -2.2438], [-4.6480, -3.1081, -0.0889], [-5.0902, -4.8621, -1.7049], [-3.4762, -4.1292, -1.7361], [-5.7362, -3.5458, -3.5369], [-1.6031, -3.5503, -4.8641], [0.6225, -3.2781, -3.7358], [0.7200, -2.0019, -1.6121], [-3.2911, -1.1106, -1.7822], [4.1528, 0.8389, -0.3644], [4.1207, 0.7627, -1.7075], [5.3384, 0.7429, -2.3883], [5.3614, 0.6678, -3.7658], [4.1788, 0.6129, -4.5025], [2.9722, 0.6266, -3.8348], [2.9250, 0.7010, -2.4409], [1.6119, 0.6876, -1.7639], [0.5475, 0.5358, -2.4067], [1.5562, 0.8058, -0.4889], [3.2239, 0.8892, -0.0533], [6.2503, 0.7879, -1.8078], [6.3151, 0.6541, -4.2787], [4.2065, 0.5570, -5.5821], [2.0323, 0.5884, -4.3697]], "atomic_forces_ev_per_a": [[-0.327, -2.106, 0.711], [-0.054, -0.036, 0.013], [0.051, -0.103, 0.001], [-0.050, 0.008, 0.010], [0.016, 0.014, -0.002], [0.030, 0.007, 0.000], [-0.012, -0.024, 0.060], [-0.113, 0.088, -0.144], [0.232, -0.038, 0.145], [-0.082, 0.334, -0.441], [-0.145, -0.299, 0.114], [0.160, 0.203, -0.074], [-0.175, -0.036, -0.073], [0.107, 0.115, 0.045], [0.033, -0.041, -0.127], [-0.051, -0.041, 0.021], [-0.018, -0.034, 0.048], [0.001, -0.022, -0.021], [0.000, -0.002, 0.009], [-0.011, 0.023, -0.005], [0.014, -0.010, 0.026], [0.013, 0.057, -0.042], [0.037, 0.026, -0.015], [0.009, -0.003, 0.005], [0.001, 0.002, 0.006], [-0.008, -0.007, -0.004], [0.003, -0.002, 0.000], [-0.059, 0.047, -0.051], [0.012, 0.064, -0.006], [0.035, -0.006, 0.066], [0.005, 0.005, -0.006], [-0.004, -0.009, 0.010], [0.006, 0.013, -0.007], [0.002, -0.012, -0.005], [0.000, 0.010, -0.022], [-0.014, -0.036, 0.000], [-0.010, -0.008, 0.042], [0.027, 0.016, -0.046], [-0.063, -0.203, 0.068], [0.108, 0.464, -0.095], [-0.147, -0.098, 0.109], [0.024, 0.034, -0.047], [-0.158, -0.876, -0.712], [-0.050, 0.680, 0.299], [-0.201, -0.405, 0.262], [0.078, 0.078, -0.081], [-0.113, -0.007, -0.008], [0.149, 0.056, -0.035], [-0.100, -0.103, 0.085], [0.618, 0.438, -0.435], [-0.005, 0.002, -0.002], [0.003, -0.008, -0.003], [0.014, 0.028, -0.041], [0.067, -0.044, -0.015], [-0.014, 0.016, 0.016], [-0.030, 0.000, 0.031], [0.004, -0.005, 0.016], [-0.026, -0.004, -0.008], [0.001, 0.017, 0.010], [-0.016, -0.003, -0.024], [0.067, -0.040, -0.019], [-0.061, 0.079, 0.057], [-0.148, 0.113, 0.136], [0.104, -0.033, -0.077], [0.101, -0.266, 0.091], [-0.028, 0.085, -0.039], [-0.100, -0.059, 0.060], [0.183, -0.241, 0.229], [0.143, 1.691, 0.139], [-0.189, 0.041, 0.110], [0.022, -0.006, -0.011], [-0.027, 0.012, 0.009], [0.010, -0.016, -0.008], [0.028, -0.020, -0.080], [0.013, -0.026, 0.018], [0.007, -0.022, 0.048], [0.012, 0.189, -0.080], [0.025, -0.001, -0.060], [0.054, 0.012, -0.002], [-0.040, 0.028, -0.040], [0.023, -0.017, 0.021], [0.011, 0.007, 0.006], [-0.041, -0.021, -0.019], [0.050, 0.026, 0.011], [-0.019, -0.008, 0.068], [-0.086, 0.109, -0.286], [0.229, 0.097, -0.056], [-0.130, 0.071, 0.143], [-0.027, -0.005, -0.001], [0.002, 0.004, -0.008], [0.000, 0.002, 0.005], [0.009, 0.010, 0.003], [-0.002, -0.009, 0.001]], "energy_ha": -5146.14875, "lumo_energy_ev": [-1.59, -1.30], "total_charge": 0, "multiplicity": 2, "homo_lumo_gap_ev": [6.3, 6.6]}